23
Properties=species:S:1:pos:R:3 method="wB97M-V/def2-TZVPD" de_lowest_kj_mol=418.91 smiles="O=c1[nH]cnc2c1ncn2C=C=CCO" e_lumo_ha=-0.020 homo_ev=-8.337 homo_lumo_gap_ev=7.79
O 0.76 -0.91 4.68
O 0.76 -1.76 -4.15
N -0.60 0.36 -0.20
N 0.38 1.67 -2.05
N 0.66 0.42 -4.07
N -0.49 -1.71 -1.19
C -0.63 1.24 0.82
C 0.84 1.62 -3.33
C 0.46 -0.81 -3.44
C -0.11 -1.05 3.53
C 0.14 -0.71 -2.00
C -0.69 0.87 2.05
C -0.84 -0.99 -0.11
C 0.03 0.46 -1.43
C -0.81 0.30 3.34
H -1.23 0.92 4.19
H -0.91 -1.85 3.77
H -1.25 -1.42 0.86
H 0.71 0.38 -5.08
H -0.46 2.33 0.58
H 1.64 -0.52 4.39
H 1.20 2.46 -3.79
H 0.40 -1.32 2.63

***

27
Properties=species:S:1:pos:R:3 method="wB97M-V/def2-TZVPD" de_lowest_kj_mol=64.93 e_lumo_ha=0.057 total_charge=-1 homo_ev=-5.436 homo_lumo_gap_ev=6.97
O 3.20 -1.88 -0.10
O 1.46 1.54 3.29
O -1.35 -1.98 -0.19
O -0.37 2.99 3.47
O -1.95 2.82 -1.90
N 0.91 -1.55 0.23
N -1.31 3.52 2.65
N -1.71 3.25 0.28
N 0.49 1.99 2.71
N -0.36 1.59 -0.81
C -1.38 2.20 -3.08
C 2.05 -2.29 0.06
C -1.13 2.91 1.41
C -0.08 1.91 1.47
C 0.21 -3.83 0.08
C -0.20 -2.34 0.02
C 0.21 1.16 0.32
C -1.31 2.53 -0.78
C 1.71 -3.80 0.10
H -0.17 -4.28 1.02
H 2.10 -4.24 1.04
H 0.79 0.23 0.36
H -1.37 1.11 -2.98
H -0.36 2.57 -3.25
H 2.16 -4.31 -0.77
H -2.05 2.53 -3.86
H -0.20 -4.37 -0.79

***

18
Properties=species:S:1:pos:R:3 method="wB97M-V/def2-TZVPD" de_lowest_kj_mol=464.40 smiles="O=CCCc1c2cccc1-2" e_lumo_ha=0.025 homo_ev=-8.362 homo_lumo_gap_ev=9.04
O -0.07 2.90 -0.76
C -0.88 -1.31 -0.43
C 0.78 -0.70 0.13
C -1.21 0.76 1.24
C 0.89 -2.18 -1.63
C -0.53 -2.14 -1.41
C -0.57 -0.32 0.36
C 1.56 -1.41 -0.76
C -0.26 2.01 1.40
C 0.37 2.21 0.10
H 1.37 -2.94 -2.29
H 2.58 -1.39 -0.79
H -2.06 1.15 0.70
H 0.42 1.64 2.12
H 1.18 1.45 -0.11
H -1.32 -2.76 -1.91
H -0.75 2.87 1.89
H -1.50 0.17 2.17

***

31
Properties=species:S:1:pos:R:3 method="wB97M-V/def2-TZVPD" de_lowest_kj_mol=17.51 e_lumo_ha="-0.259 / -0.247" spin_multiplicity=2 total_charge=+1 homo_ev="-12.665 / -12.654" homo_lumo_gap_ev="5.61 / 5.92"
As 1.28 -1.34 3.13
Co -0.65 -0.08 0.03
Cl 1.12 -0.66 -1.35
Cl 0.28 4.64 -2.11
S -0.46 1.95 -0.63
F 2.35 -1.99 1.97
F 2.07 -1.94 4.49
F 2.10 0.16 3.03
F 0.31 -0.65 1.51
F 0.23 -2.69 2.88
F 0.00 -0.56 3.97
O -2.20 0.29 1.09
N -3.55 -0.78 2.52
C 2.58 0.86 -3.01
C -2.39 -2.03 0.75
C -1.84 -1.64 -0.60
C 1.54 0.85 -2.11
C 0.80 1.99 -1.79
C -2.74 -0.78 1.49
C 2.90 2.07 -3.62
C 2.19 3.23 -3.34
C 1.14 3.20 -2.44
H -3.96 -1.63 2.86
H -3.25 -2.70 0.64
H 3.71 2.10 -4.33
H -1.26 -2.40 -1.11
H -2.53 -1.11 -1.26
H -3.69 0.07 3.04
H 3.13 -0.04 -3.23
H -1.64 -2.57 1.35
H 2.44 4.16 -3.83

***

23
Properties=species:S:1:pos:R:3 method="wB97M-V/def2-TZVPD" de_lowest_kj_mol=678.95 e_lumo_ha="-0.236 / -0.236" total_charge=+1 homo_ev="-11.459 / -11.461" homo_lumo_gap_ev="5.03 / 5.04"
Br -4.66 0.76 0.66
S 2.75 0.94 0.22
N -1.48 -1.60 -1.47
N 0.33 1.73 -0.63
N -1.64 -1.92 -0.21
C 1.04 0.66 -0.16
C -0.95 -0.74 -0.51
C 0.45 -0.61 -0.10
C -0.92 1.73 -0.80
C 2.92 2.78 -0.09
C -1.77 0.60 -0.37
C -2.05 -2.63 0.75
C -2.95 0.66 0.12
C 1.25 -1.77 0.34
H -1.46 2.59 -1.27
H -2.42 -3.74 0.54
H 1.73 -1.59 1.36
H 0.57 -2.71 0.35
H 3.48 3.07 0.85
H 2.19 -1.83 -0.41
H 1.84 3.13 0.00
H -1.71 -2.31 1.82
H 3.45 2.79 -1.00